[1]
DFT (ωB97M-V with the def2-TZVPD basis set) results for a molecular structure, C13H17Cl39O7P2S in a non-equilibrium geometry.

The value obtained for the molecular weight is 1762.0 g mol⁻¹. The gap between HOMO and LUMO comes out at 9.440 eV. The value obtained for the LUMO energy is -0.234 eV. The value obtained for the relative energy (zero: lowest compared OMol25 entry of this formula, charge and spin) is 124.3 kJ/mol. The total energy comes out at -545873.35833 eV.

Atoms and positions in Å:
O: -1.77 1.65 3.74
S: -2.73 1.54 2.61
O: -2.14 2.66 1.48
O: -3.07 2.61 0.41
O: -2.62 0.02 1.89
P: -1.00 -0.52 1.68
P: -0.90 -1.21 -0.42
O: -2.16 -0.76 -1.14
O: 0.47 -0.54 -1.09
O: -0.83 -2.89 -0.47
H: -2.78 1.88 -0.17
H: -0.82 -1.71 2.44
H: 0.12 0.04 -1.78
H: -1.72 -3.21 -0.69
C: -0.92 2.71 -3.61
Cl: 0.40 3.46 -2.70
Cl: -0.76 3.05 -5.34
Cl: -0.97 0.97 -3.32
H: -1.86 3.14 -3.26
C: 0.03 -5.01 2.60
Cl: 0.56 -6.56 3.25
Cl: -1.52 -4.56 3.35
Cl: 1.25 -3.76 2.92
H: -0.08 -5.11 1.52
C: 0.14 -7.85 -0.84
Cl: 0.02 -6.12 -0.45
Cl: 1.00 -8.77 0.40
Cl: -1.49 -8.49 -1.05
H: 0.68 -7.97 -1.77
C: -5.97 -1.61 -0.54
Cl: -4.61 -0.82 0.26
Cl: -5.73 -3.36 -0.63
Cl: -7.43 -1.20 0.37
H: -6.07 -1.22 -1.55
C: -5.41 3.29 -0.97
Cl: -6.45 4.70 -1.23
Cl: -6.20 2.11 0.07
Cl: -5.00 2.56 -2.53
H: -4.50 3.62 -0.48
C: 1.70 6.95 -1.92
Cl: -0.01 6.98 -2.37
Cl: 2.15 8.44 -1.07
Cl: 2.07 5.54 -0.93
H: 2.29 6.90 -2.83
C: 4.11 -5.63 -0.13
Cl: 3.50 -3.98 -0.12
Cl: 5.88 -5.62 -0.06
Cl: 3.44 -6.58 1.20
H: 3.81 -6.09 -1.07
C: -1.22 -1.45 6.24
Cl: -2.50 -1.97 7.34
Cl: 0.17 -2.54 6.33
Cl: -1.83 -1.37 4.58
H: -0.90 -0.46 6.52
C: 4.87 9.03 -4.40
Cl: 3.52 7.95 -4.80
Cl: 4.27 10.56 -3.76
Cl: 5.96 8.26 -3.24
H: 5.42 9.23 -5.31
C: 4.26 -11.15 -1.16
Cl: 2.88 -11.18 -2.27
Cl: 4.36 -9.59 -0.34
Cl: 4.14 -12.47 0.01
H: 5.17 -11.29 -1.74
C: -2.11 1.85 9.54
Cl: -3.15 0.82 10.52
Cl: -0.97 0.87 8.60
Cl: -3.06 2.88 8.48
H: -1.53 2.48 10.21
C: 9.01 9.07 -0.63
Cl: 8.30 7.63 -1.37
Cl: 7.91 10.45 -0.76
Cl: 9.44 8.77 1.05
H: 9.92 9.32 -1.17
C: -3.63 0.15 -6.52
Cl: -4.95 -0.97 -6.88
Cl: -4.28 1.70 -5.94
Cl: -2.52 -0.56 -5.34
H: -3.08 0.34 -7.43

[2]
DFT (ωB97M-V with the def2-TZVPD basis set) results for a molecular structure, C19H11Br3CoN9OS2.

The value obtained for the molecular weight is 744.1 g mol⁻¹. The gap between HOMO and LUMO (spin up / spin down) comes out at 6.303 / 6.211 eV. Its spin multiplicity is 2. The value obtained for the LUMO energy (spin up / spin down) is 1.973 / 1.959 eV. The value obtained for the relative energy (zero: lowest compared OMol25 entry of this formula, charge and spin) is 0.0 kJ/mol. Its charge is -1. The total energy comes out at -304766.51800 eV.

Atoms and positions in Å:
Co: -0.22 -0.09 0.21
Br: -3.71 -2.93 -2.18
C: -3.84 -1.23 -1.36
C: -5.06 -0.57 -1.36
C: -5.20 0.67 -0.78
Br: -6.90 1.53 -0.83
C: -4.10 1.30 -0.16
C: -4.11 2.57 0.45
C: -2.96 3.07 1.00
C: -1.78 2.31 0.96
N: -1.75 1.12 0.41
C: -2.87 0.61 -0.16
C: -2.69 -0.69 -0.77
O: -1.54 -1.24 -0.74
H: -5.91 -1.04 -1.83
H: -5.03 3.14 0.47
H: -2.94 4.05 1.47
H: -0.85 2.66 1.39
S: 0.64 0.65 2.16
C: 2.19 -0.13 2.45
C: 2.19 -1.07 3.52
N: 2.19 -1.83 4.39
C: 3.34 0.06 1.72
S: 3.58 1.06 0.36
C: 4.49 -0.72 2.11
N: 5.42 -1.33 2.38
N: 2.60 3.86 -1.32
N: 1.83 2.76 -1.67
N: 2.07 2.05 -2.75
C: 1.18 1.08 -2.61
N: 0.45 1.22 -1.49
N: 0.89 2.32 -0.91
H: 3.56 3.57 -1.46
H: 2.49 3.93 -0.31
H: 1.05 0.28 -3.31
Br: 3.42 -5.59 -0.12
C: 2.48 -3.95 -0.02
C: 2.68 -2.98 -0.97
C: 1.96 -1.80 -0.86
N: 1.09 -1.58 0.12
C: 0.92 -2.53 1.05
C: 1.59 -3.73 1.02
H: 3.39 -3.11 -1.77
H: 2.13 -0.99 -1.54
H: 0.22 -2.30 1.84
H: 1.43 -4.46 1.80

[3]
DFT (ωB97M-V with the def2-TZVPD basis set) results for 2 unconnected molecules or ions with the total composition C3H7N5O3 in a non-equilibrium geometry.

The value obtained for the molecular weight is 161.1 g mol⁻¹. The gap between HOMO and LUMO comes out at 8.299 eV. The value obtained for the LUMO energy is -0.771 eV. Its SMILES is C/N=[N+](\[O-])[N+](=O)[O-].CN=C=N. The value obtained for the relative energy (zero: lowest compared OMol25 entry of this formula, charge and spin) is 682.7 kJ/mol. The total energy comes out at -16808.90138 eV.

Atoms and positions in Å:
C: -0.44 -1.55 -0.33
C: -0.29 0.31 2.13
C: -1.52 0.32 -1.45
N: -0.03 -2.54 0.26
N: 1.07 1.05 0.26
N: 0.40 0.18 0.85
N: -1.18 -1.04 -1.17
N: 1.82 0.37 -1.06
O: 1.92 -0.80 -1.03
O: 1.29 2.23 0.33
O: 2.14 1.10 -1.92
H: -0.11 1.27 2.69
H: -1.44 0.10 2.10
H: 0.28 -0.46 2.70
H: -2.48 0.63 -1.01
H: -0.67 1.01 -1.16
H: -1.71 0.47 -2.57
H: 0.96 -2.67 0.38

[4]
DFT (ωB97M-V with the def2-TZVPD basis set) results for 10 unconnected molecules or ions with the total composition C39H67F2NO14S6 in a non-equilibrium geometry.

The value obtained for the molecular weight is 1004.4 g mol⁻¹. The gap between HOMO and LUMO comes out at 7.083 eV. The value obtained for the LUMO energy is 0.025 eV. The value obtained for the relative energy (zero: lowest compared OMol25 entry of this formula, charge and spin) is 0.0 kJ/mol. The total energy comes out at -142111.49209 eV.

Atoms and positions in Å:
C: -2.41 -0.36 0.96
C: -0.96 -0.08 0.51
O: -0.15 0.43 1.23
N: -0.62 -0.75 -0.84
H: -0.98 -1.62 -1.00
H: -1.28 -0.07 -1.51
C: 0.84 -0.69 -0.98
H: -2.96 -0.56 0.18
H: -2.67 0.62 1.48
H: -2.42 -1.24 1.86
H: 1.23 0.30 -1.18
H: 1.13 -1.24 -1.92
H: 1.28 -1.28 -0.20
O: -1.54 -3.07 -1.19
H: -1.55 -4.00 -1.43
F: 3.49 0.72 0.33
C: 3.68 0.34 1.60
C: 3.68 1.32 2.56
C: 3.93 1.01 3.93
C: 3.86 -0.26 4.35
C: 3.75 -1.31 3.43
C: 3.66 -1.02 1.99
H: 3.90 2.48 2.28
H: 4.22 1.65 4.77
H: 3.94 -0.46 5.35
H: 3.71 -2.28 3.83
H: 3.51 -1.86 1.26
F: 1.14 3.96 2.17
C: -0.16 4.41 2.34
C: -1.14 3.35 2.61
C: -2.43 3.83 2.94
C: -2.74 5.12 2.78
C: -1.75 6.06 2.44
C: -0.46 5.74 2.21
H: -0.94 2.33 2.48
H: -3.25 3.11 3.09
H: -3.81 5.32 2.95
H: -2.17 7.23 2.49
H: 0.49 6.42 2.19
C: 6.81 -0.09 -3.21
C: 7.08 0.10 -1.71
C: 5.90 -0.10 -1.04
S: 4.87 -1.05 -2.00
O: 3.58 -0.53 -2.29
O: 4.92 -2.42 -1.42
C: 5.83 -1.14 -3.56
H: 7.86 -0.28 -3.52
H: 6.44 0.89 -3.54
H: 7.47 1.11 -1.49
H: 7.81 -0.50 -1.28
H: 5.42 0.71 -0.99
H: 6.01 -0.34 0.03
H: 5.34 -0.86 -4.66
H: 6.08 -2.27 -3.61
C: 3.09 -4.04 -3.70
C: 1.65 -4.24 -3.47
C: 1.38 -5.60 -3.39
S: 2.32 -6.43 -4.58
O: 1.57 -6.52 -5.89
O: 2.72 -7.68 -3.98
C: 3.53 -5.22 -4.77
H: 3.66 -4.17 -2.76
H: 3.32 -3.04 -4.08
H: 0.87 -4.15 -4.49
H: 1.21 -3.82 -2.47
H: 0.30 -5.93 -3.40
H: 1.77 -5.88 -2.24
H: 3.52 -4.75 -5.67
H: 4.46 -5.72 -4.53
C: -5.93 0.41 -3.12
C: -5.61 -1.01 -2.62
C: -4.28 -1.37 -2.97
S: -3.36 0.17 -3.37
O: -3.01 0.17 -4.80
O: -2.43 0.48 -2.28
C: -4.66 1.22 -2.98
H: -6.82 0.86 -2.89
H: -6.27 -0.06 -4.15
H: -6.27 -1.90 -2.91
H: -5.67 -0.97 -1.48
H: -4.15 -1.93 -3.77
H: -3.79 -1.91 -2.21
H: -4.72 2.11 -3.63
H: -4.64 1.72 -2.12
C: 3.55 2.70 -5.76
C: 2.04 2.87 -6.13
C: 1.22 2.97 -4.99
S: 1.98 1.80 -3.89
O: 1.42 0.54 -4.33
O: 1.70 2.24 -2.52
C: 3.66 2.12 -4.43
H: 3.97 3.58 -5.54
H: 4.16 2.14 -6.38
H: 1.77 2.07 -6.53
H: 1.73 3.68 -6.96
H: 0.16 2.64 -5.27
H: 1.33 3.95 -4.53
H: 4.01 1.08 -4.56
H: 4.34 2.50 -3.68
C: -6.02 -0.41 5.61
C: -5.58 -1.20 4.40
C: -6.24 -0.66 3.27
S: -6.13 1.04 3.56
O: -7.19 1.64 2.93
O: -4.73 1.29 3.07
C: -6.17 1.06 5.36
H: -5.32 -0.53 6.47
H: -6.80 -0.70 6.00
H: -5.70 -2.25 4.59
H: -4.44 -1.16 4.30
H: -7.33 -0.99 3.18
H: -5.87 -1.10 2.32
H: -7.10 1.31 5.73
H: -5.51 1.68 5.71
C: -1.23 1.68 5.98
C: -0.01 0.94 5.36
C: -0.10 -0.40 5.74
S: -1.87 -0.81 5.69
O: -2.36 -1.70 6.63
O: -2.16 -1.01 4.31
C: -2.51 0.89 5.94
H: -1.24 2.62 5.42
H: -0.86 1.88 6.84
H: 1.00 1.40 5.66
H: -0.19 0.87 4.30
H: 0.19 -0.80 6.79
H: 0.40 -1.08 5.14
H: -3.00 0.76 6.78
H: -3.20 1.23 5.10

[5]
DFT (ωB97M-V with the def2-TZVPD basis set) results for 2 unconnected molecules or ions with the total composition C2H3Cl2FO in a non-equilibrium geometry.

The value obtained for the molecular weight is 132.9 g mol⁻¹. The gap between HOMO and LUMO (spin up / spin down) comes out at 7.287 / 7.284 eV. The value obtained for the LUMO energy (spin up / spin down) is -2.106 / -2.108 eV. The value obtained for the relative energy (zero: lowest compared OMol25 entry of this formula, charge and spin) is 207.3 kJ/mol. The total energy comes out at -31930.09981 eV.

Atoms and positions in Å:
C: -0.68 -0.19 0.69
C: 0.46 -0.37 -0.30
O: 0.23 -0.37 -1.57
F: -1.87 -0.23 0.02
Cl: 1.46 2.24 0.04
Cl: 1.72 -1.36 0.26
H: -0.63 -0.98 1.57
H: -0.63 0.72 1.13
H: -0.05 0.54 -1.83

Which of these has the highest relative energy (zero: lowest compared OMol25 entry of this formula, charge and spin)? C3H7N5O3

The lowest molecular weight belongs to which entry? C2H3Cl2FO